Entry 1:
The following is a quantum chemistry calculation of a structure of composition H24NeO12 in a non-equilibrium geometry, from OMol25.

Each line ends with the Löwdin charge.
Positions of all 37 atoms, in Å:
Ne -13.249 12.720 -7.426  0.0633
O -10.001 13.306 -6.044  -0.0219
H -9.990 13.795 -6.866  0.0644
H -9.939 13.977 -5.364  0.0723
O -12.624 12.183 -4.939  -0.0484
H -11.804 12.569 -5.246  -0.0098
H -13.238 12.916 -4.907  -0.0021
O -15.652 13.484 -10.438  -0.0465
H -15.899 14.209 -9.864  0.0483
H -15.825 12.698 -9.920  -0.0131
O -12.951 13.827 -10.874  -0.0651
H -12.771 14.645 -10.410  0.0080
H -13.837 13.587 -10.602  -0.0325
O -12.452 9.651 -6.881  -0.0537
H -13.017 10.154 -6.294  0.0024
H -11.576 10.009 -6.738  -0.0160
O -12.083 15.806 -6.788  -0.0263
H -11.371 15.577 -7.385  0.0447
H -11.665 16.331 -6.105  0.0572
O -9.923 10.646 -6.505  -0.0314
H -9.356 10.277 -5.828  0.0628
H -9.959 11.582 -6.304  -0.0173
O -14.419 14.724 -5.507  -0.0391
H -13.738 15.051 -6.095  -0.0035
H -14.723 15.501 -5.037  0.0602
O -16.091 12.657 -6.849  -0.0502
H -16.116 11.917 -6.242  -0.0064
H -15.377 13.207 -6.528  -0.0091
O -15.667 11.107 -9.134  -0.0341
H -16.402 10.500 -9.213  0.0706
H -15.726 11.440 -8.239  0.0017
O -15.632 10.483 -5.203  -0.0271
H -15.122 9.677 -5.116  0.0594
H -15.305 11.050 -4.506  0.0503
O -12.970 9.544 -9.656  -0.0711
H -12.701 9.760 -8.763  -0.0292
H -13.867 9.871 -9.722  -0.0118

Energy relative to the best compared isomer or geometry (same formula, charge and spin)   98.44 kJ/mol
Lowest unoccupied orbital energy   -0.0332 Eh
Electronic energy   -28469.20598 eV
HOMO level   -9.484 eV
Orbital gap   8.6 eV


Entry 2:
The following is a quantum chemistry calculation of a cluster of 12 separate species, H24O12 in total in a non-equilibrium geometry, from OMol25.

Each line ends with the Löwdin charge.
Positions of all 36 atoms, in Å:
O 1.046 2.299 1.310  -0.0421
H 0.553 3.118 1.259  0.0615
H 0.919 1.998 2.210  0.0554
O 2.358 -0.723 -1.084  -0.2226
H 3.029 -1.404 -1.034  -0.0016
H 2.577 -0.227 -1.873  -0.0206
O -1.160 -0.442 2.581  -0.0651
H -2.032 -0.175 2.873  0.0310
H -1.241 -0.532 1.632  -0.0377
O 3.351 1.958 -0.097  -0.0963
H 3.268 2.265 -1.000  -0.0048
H 2.454 1.948 0.237  -0.0499
O -3.223 0.572 -0.354  -0.0824
H -3.474 -0.258 0.050  -0.0068
H -2.278 0.497 -0.490  -0.0150
O 2.120 -0.702 1.523  -0.0865
H 2.131 -0.563 0.576  -0.0664
H 1.549 -0.011 1.860  -0.0150
O -0.476 -3.407 1.071  -0.0710
H 0.234 -2.838 1.369  0.0202
H -0.277 -3.575 0.150  -0.0145
O -0.558 -0.049 0.010  -0.0761
H -0.158 -0.683 -0.584  0.0401
H 0.007 0.722 -0.046  0.0186
O 0.648 3.358 -2.126  -0.0950
H 0.033 2.895 -1.558  -0.0343
H 1.362 2.736 -2.264  -0.0100
O -1.837 2.842 -0.888  -0.0547
H -2.230 3.615 -1.293  0.0482
H -2.583 2.307 -0.617  -0.0012
O 0.580 -3.430 -1.601  -0.1189
H 1.289 -2.824 -1.382  -0.0124
H 0.995 -4.098 -2.146  0.0260
O -3.140 -2.035 0.567  -0.0502
H -2.275 -2.308 0.871  -0.0008
H -3.564 -2.846 0.286  0.0508

2S+1   2
Charge   -1
Expectation value of S²   0.751
Energy relative to the best compared isomer or geometry (same formula, charge and spin)   26.62 kJ/mol
Lowest unoccupied orbital energy (spin up / spin down)   0.0989 / 0.0948 Eh
Electronic energy   -24960.55497 eV
HOMO level (spin up / spin down)   -0.209 / -7.629 eV
Orbital gap (spin up / spin down)   2.9 / 10.2 eV


Entry 3:
The following is a quantum chemistry calculation of a structure of composition H24O12 in a non-equilibrium geometry, from OMol25.

Each line ends with the Löwdin charge.
Positions of all 36 atoms, in Å:
H 0.230 -0.457 0.898  0.0222
H -1.015 -0.721 0.068  0.0386
H 0.034 -0.423 -2.705  0.0526
H 0.079 -1.561 -1.699  0.0414
H 2.341 -2.513 0.946  0.0197
H 1.183 -3.300 1.537  0.0499
H 0.993 4.016 -0.568  0.0605
H 2.307 3.446 -1.076  0.0740
H 4.369 -1.304 1.230  0.0291
H 5.464 -2.054 0.490  0.0359
H -5.345 0.539 -0.624  0.0309
H -4.175 0.251 -1.551  0.0108
H -4.602 -2.397 -0.423  0.0385
H -4.154 -2.958 -1.763  0.0422
H 1.886 2.935 1.259  0.0326
H 3.029 3.916 1.049  0.0515
H -1.182 2.601 -0.627  -0.0058
H -2.139 1.859 -1.544  0.0253
H -0.328 1.971 1.201  0.0621
H -0.565 3.422 0.815  0.0765
H 3.634 -2.370 -1.097  -0.0042
H 4.258 -3.298 -2.126  0.0362
H -2.758 -1.592 3.121  0.0285
H -3.857 -1.605 4.170  0.0318
O -0.421 -0.014 0.343  -0.0826
O -0.071 -0.611 -1.766  -0.0729
O 1.426 -2.418 1.235  -0.0338
O 1.510 3.203 -0.592  -0.1659
O 5.106 -1.170 0.625  -0.0393
O -4.856 0.909 -1.367  -0.0613
O -3.954 -2.264 -1.124  -0.0506
O 2.685 3.071 0.736  -0.1148
O -1.201 2.027 -1.401  -0.0541
O 0.088 2.716 0.751  -0.0907
O 3.447 -2.815 -1.931  -0.0527
O -3.446 -1.038 3.508  -0.0621

Energy relative to the best compared isomer or geometry (same formula, charge and spin)   794.12 kJ/mol
Lowest unoccupied orbital energy   -0.0038 Eh
Electronic energy   -24953.46393 eV
HOMO level   -6.436 eV
Orbital gap   6.3 eV


Q: What is the energy relative to the best compared isomer or geometry (same formula, charge and spin) in the first record?
A: 98.44 kJ/mol


Q: Which of these has the highest electronic energy?
A: number 3


Repeat the first record exactly.
The following is a quantum chemistry calculation of a structure of composition H24NeO12 in a non-equilibrium geometry, from OMol25.

Each line ends with the Löwdin charge.
Positions of all 37 atoms, in Å:
Ne -13.249 12.720 -7.426  0.0633
O -10.001 13.306 -6.044  -0.0219
H -9.990 13.795 -6.866  0.0644
H -9.939 13.977 -5.364  0.0723
O -12.624 12.183 -4.939  -0.0484
H -11.804 12.569 -5.246  -0.0098
H -13.238 12.916 -4.907  -0.0021
O -15.652 13.484 -10.438  -0.0465
H -15.899 14.209 -9.864  0.0483
H -15.825 12.698 -9.920  -0.0131
O -12.951 13.827 -10.874  -0.0651
H -12.771 14.645 -10.410  0.0080
H -13.837 13.587 -10.602  -0.0325
O -12.452 9.651 -6.881  -0.0537
H -13.017 10.154 -6.294  0.0024
H -11.576 10.009 -6.738  -0.0160
O -12.083 15.806 -6.788  -0.0263
H -11.371 15.577 -7.385  0.0447
H -11.665 16.331 -6.105  0.0572
O -9.923 10.646 -6.505  -0.0314
H -9.356 10.277 -5.828  0.0628
H -9.959 11.582 -6.304  -0.0173
O -14.419 14.724 -5.507  -0.0391
H -13.738 15.051 -6.095  -0.0035
H -14.723 15.501 -5.037  0.0602
O -16.091 12.657 -6.849  -0.0502
H -16.116 11.917 -6.242  -0.0064
H -15.377 13.207 -6.528  -0.0091
O -15.667 11.107 -9.134  -0.0341
H -16.402 10.500 -9.213  0.0706
H -15.726 11.440 -8.239  0.0017
O -15.632 10.483 -5.203  -0.0271
H -15.122 9.677 -5.116  0.0594
H -15.305 11.050 -4.506  0.0503
O -12.970 9.544 -9.656  -0.0711
H -12.701 9.760 -8.763  -0.0292
H -13.867 9.871 -9.722  -0.0118

Energy relative to the best compared isomer or geometry (same formula, charge and spin)   98.44 kJ/mol
Lowest unoccupied orbital energy   -0.0332 Eh
Electronic energy   -28469.20598 eV
HOMO level   -9.484 eV
Orbital gap   8.6 eV